# 1
A single C22H21ClN4O3S molecule, computed with ωB97M-V/def2-TZVPD.

Last column: Löwdin charge in e.
Atoms and positions in Å:
C  -2.052  -3.116  -0.056  0.00
N  -2.044  -1.689  -0.206  -0.12
N  -0.881  -1.069  -0.327  0.13
C  -1.130  0.237  -0.383  -0.11
C  -0.146  1.327  -0.561  -0.38
O  -0.525  2.404  -1.007  0.06
N  1.138  1.133  -0.192  -0.04
C  1.748  -0.084  0.282  -0.12
C  2.790  -0.571  -0.741  -0.13
N  3.781  0.458  -0.978  -0.10
C  4.933  0.508  -0.211  -0.22
C  5.492  1.707  0.246  -0.03
C  6.679  1.715  0.952  -0.08
C  7.354  0.542  1.240  -0.13
C  6.808  -0.645  0.782  -0.67
Cl  7.628  -2.138  1.100  0.67
C  5.630  -0.676  0.065  -0.05
C  3.143  1.670  -1.443  -0.13
C  2.106  2.184  -0.435  -0.11
C  -2.520  0.457  -0.295  -0.14
C  -3.079  -0.813  -0.172  -0.12
C  -4.493  -1.096  -0.016  -0.12
C  -5.126  -2.270  -0.424  -0.02
C  -6.492  -2.421  -0.253  -0.06
C  -7.252  -1.413  0.318  -0.06
C  -6.636  -0.237  0.719  -0.04
C  -5.279  -0.086  0.544  -0.20
S  -4.478  1.424  1.117  0.72
O  -3.763  1.103  2.323  -0.28
O  -5.462  2.469  1.179  -0.31
C  -3.286  1.715  -0.227  -0.13
H  -2.768  -3.410  0.710  0.10
H  -1.050  -3.420  0.241  0.09
H  -2.300  -3.609  -0.999  0.09
H  2.256  0.127  1.231  0.14
H  0.985  -0.845  0.430  0.09
H  2.287  -0.793  -1.687  0.13
H  3.257  -1.480  -0.370  0.11
H  5.000  2.649  0.065  0.10
H  7.082  2.656  1.296  0.11
H  8.275  0.546  1.799  0.10
H  5.270  -1.625  -0.298  0.10
H  2.624  1.425  -2.377  0.13
H  3.890  2.430  -1.663  0.12
H  2.593  2.445  0.511  0.13
H  1.574  3.052  -0.827  0.12
H  -4.563  -3.058  -0.898  0.10
H  -6.967  -3.335  -0.576  0.11
H  -8.316  -1.539  0.445  0.11
H  -7.189  0.578  1.158  0.12
H  -3.878  1.909  -1.120  0.13
H  -2.648  2.568  -0.013  0.11

Its SMILES is Cn1nc(C(=O)N2CCN(c3cccc(Cl)c3)CC2)c2c1-c1ccccc1S(=O)(=O)C2. The value obtained for the energy above the lowest of the compared OMol25 structures with the same formula, charge and spin is 1.241 eV. For the HOMO energy, the calculation gives -7.88 eV. Its gap between HOMO and LUMO is 0.2918 Ha. The calculation puts the LUMO energy at 0.058 eV. The calculation puts the molecular weight at 456.95 g mol⁻¹.

---

# 2
2 unconnected molecules or ions with the total composition C22H21F2, computed with ωB97M-V/def2-TZVPD.

Last column: Löwdin charge in e.
Atoms and positions in Å:
C  -3.119  -1.367  -4.383  -0.03
C  -2.259  -1.171  -3.195  -0.21
C  -2.745  -1.481  -1.931  -0.18
F  -4.067  -1.820  -1.844  0.07
C  -1.985  -1.383  -0.764  0.05
C  -0.688  -0.888  -0.840  -0.19
C  0.268  -0.545  0.298  -0.05
C  -0.290  -0.663  1.703  -0.21
C  -1.590  -0.249  1.972  0.03
C  -2.074  -0.404  3.247  -0.20
F  -3.382  -0.104  3.504  0.07
C  -1.288  -0.800  4.323  -0.21
C  -1.920  -1.035  5.631  -0.03
C  0.066  -1.045  4.054  -0.01
C  0.551  -0.954  2.762  -0.04
C  -0.190  -0.601  -2.105  -0.07
C  -0.956  -0.680  -3.263  -0.01
H  -2.484  -1.226  -5.265  0.09
H  -3.612  -2.346  -4.462  0.10
H  -3.909  -0.603  -4.411  0.10
H  -2.444  -1.673  0.171  0.12
H  1.178  -1.149  0.204  0.14
H  -2.249  0.125  1.191  0.13
H  -1.092  -1.195  6.350  0.09
H  -2.537  -0.189  5.970  0.10
H  -2.553  -1.939  5.635  0.11
H  0.704  -1.317  4.907  0.13
H  1.583  -1.212  2.560  0.11
H  0.845  -0.295  -2.198  0.10
H  -0.575  -0.349  -4.215  0.12
H  0.679  0.573  0.202  0.09
C  1.687  1.711  -0.127  -0.05
C  2.968  1.163  0.295  -0.03
C  4.202  1.458  -0.243  -0.03
C  4.564  2.154  -1.424  -0.03
C  3.710  2.612  -2.421  -0.03
C  2.296  2.464  -2.468  -0.03
C  1.424  1.973  -1.534  -0.06
H  1.305  2.502  0.551  0.17
H  2.949  0.614  1.258  0.13
H  5.058  1.108  0.349  0.13
H  5.636  2.364  -1.506  0.12
H  4.125  3.179  -3.268  0.13
H  1.848  2.785  -3.423  0.13
H  0.360  1.903  -1.845  0.13

The value obtained for the energy above the lowest of the compared OMol25 structures with the same formula, charge and spin is 0.425 eV. For the HOMO energy, the calculation gives -11.66 eV. Its gap between HOMO and LUMO is 0.2244 Ha. The calculation puts the LUMO energy at -5.557 eV. The total charge is +1. The calculation puts the molecular weight at 323.41 g mol⁻¹.

---

# 3
A molecular structure, C22H21I2LaN2O, computed with ωB97M-V/def2-TZVPD.

Last column: Löwdin charge in e.
Atoms and positions in Å:
C  1.943  3.986  -1.694  -0.28
I  -0.563  3.525  2.609  -0.21
H  1.176  4.596  -2.244  0.03
H  2.965  4.457  -2.003  0.09
H  1.807  4.497  -0.636  0.01
C  0.843  -0.127  -4.554  -0.08
C  1.278  1.577  -3.092  -0.20
N  1.354  0.210  -3.307  -0.08
H  0.189  1.237  -6.183  0.09
I  -2.355  2.430  -2.079  -0.22
N  0.763  2.074  -4.248  -0.12
H  0.828  -1.138  -4.930  0.10
La  0.014  2.865  -0.113  0.77
C  2.148  2.422  -2.090  -0.62
O  3.166  1.871  -1.809  -0.11
C  0.499  1.053  -5.171  -0.07
C  0.553  3.489  -4.493  -0.07
H  -0.412  3.849  -4.101  0.03
H  0.605  3.696  -5.565  0.08
H  1.361  4.039  -4.003  0.06
C  1.882  -0.830  -2.428  -0.03
H  2.965  -0.924  -2.560  0.08
H  1.429  -1.777  -2.693  0.07
H  1.656  -0.577  -1.395  0.05
C  0.299  0.645  0.303  -0.34
C  -0.214  -0.236  1.093  -0.24
C  -0.652  -1.201  1.926  -0.24
C  0.289  -1.840  2.832  -0.18
C  0.008  -3.012  3.594  -0.08
C  0.957  -3.540  4.457  -0.14
C  2.216  -2.922  4.621  -0.16
C  2.495  -1.771  3.870  -0.13
C  1.572  -1.259  2.972  -0.04
C  -2.093  -1.441  2.006  -0.18
C  -2.727  -1.806  3.215  -0.07
C  -4.107  -2.032  3.278  -0.13
C  -4.879  -1.936  2.112  -0.16
C  -4.292  -1.490  0.919  -0.12
C  -2.920  -1.221  0.871  -0.03
H  -0.964  -3.506  3.515  0.09
H  0.740  -4.441  5.036  0.08
H  2.956  -3.320  5.316  0.07
H  3.452  -1.261  3.984  0.09
H  1.787  -0.369  2.372  0.10
H  -2.131  -1.872  4.122  0.10
H  -4.562  -2.294  4.239  0.08
H  -5.947  -2.186  2.150  0.07
H  -4.910  -1.357  0.025  0.09
H  -2.467  -0.834  -0.042  0.10

The value obtained for the energy above the lowest of the compared OMol25 structures with the same formula, charge and spin is 0.000 eV. For the HOMO energy, the calculation gives 0.97 eV. Its gap between HOMO and LUMO is 0.1158 Ha. The calculation puts the LUMO energy at 4.119 eV. The total charge is -2. The calculation puts the molecular weight at 722.14 g mol⁻¹.

---

# 4
A molecular structure, C22H21IN8O4S2Ti, computed with ωB97M-V/def2-TZVPD.

Last column: Löwdin charge in e.
Atoms and positions in Å:
Ti  0.622  0.516  -1.021  0.86
C  0.883  3.043  2.549  0.01
C  0.337  1.669  2.751  -0.26
N  -0.295  1.389  3.866  0.15
C  -0.826  0.196  4.080  -0.05
C  -0.759  -0.844  3.164  -0.11
C  -1.416  -2.185  3.381  -0.18
O  -2.126  -2.597  2.228  -0.05
C  -0.094  -0.591  1.943  -0.06
C  0.069  -1.613  0.950  0.01
N  0.398  -1.389  -0.284  -0.05
C  0.489  -2.512  -1.139  -0.36
C  -0.492  -3.507  -1.142  0.01
C  -0.392  -4.586  -2.005  -0.03
C  0.682  -4.693  -2.875  -0.04
C  1.696  -3.744  -2.853  -0.11
C  1.580  -2.671  -1.994  -0.59
I  3.100  -1.188  -1.859  1.16
C  0.455  0.699  1.723  -0.24
O  1.039  0.973  0.578  -0.16
H  0.506  3.689  3.337  0.10
H  0.590  3.435  1.572  0.09
H  1.972  3.025  2.606  0.09
H  -1.335  0.089  5.025  0.13
H  -2.062  -2.161  4.262  0.14
H  -0.635  -2.936  3.558  0.14
H  -3.035  -2.282  2.281  0.11
H  -0.047  -2.649  1.272  0.15
H  -1.339  -3.419  -0.474  0.12
H  -1.155  -5.351  -1.983  0.12
H  0.743  -5.522  -3.563  0.12
H  2.559  -3.848  -3.492  0.11
S  0.092  -0.084  -3.380  0.71
C  -1.378  0.153  -2.571  -1.04
N  -1.322  0.440  -1.262  -0.12
C  -2.569  0.684  -0.727  -0.26
C  -2.862  1.064  0.583  0.01
C  -4.183  1.252  0.941  -0.05
C  -5.209  1.061  0.017  -0.05
C  -4.939  0.704  -1.292  -0.06
C  -3.615  0.523  -1.657  -0.42
S  -2.975  0.096  -3.232  1.15
H  -2.056  1.221  1.287  0.10
H  -4.427  1.551  1.949  0.12
H  -6.232  1.197  0.324  0.12
H  -5.734  0.571  -2.008  0.12
N  4.195  0.921  0.299  0.01
N  4.612  1.868  -0.636  0.02
C  3.751  2.482  -1.445  -0.35
N  4.171  3.417  -2.282  0.25
N  2.453  2.079  -1.353  0.08
N  1.495  2.825  -1.796  -0.39
O  0.362  2.292  -1.696  -0.12
O  1.633  3.926  -2.255  0.15
H  3.831  1.350  1.148  0.11
H  4.946  0.272  0.510  0.11
H  5.606  2.068  -0.730  0.18
H  5.145  3.670  -2.359  0.15
H  3.497  3.960  -2.817  0.13

The value obtained for the energy above the lowest of the compared OMol25 structures with the same formula, charge and spin is 1.127 eV. For the HOMO energy, the calculation gives -13.61 eV. Its gap between HOMO and LUMO is 0.2381 Ha. The calculation puts the LUMO energy at -7.127 eV. The total charge is +2. The calculation puts the molecular weight at 700.37 g mol⁻¹.

---

# 5
A single C22H21N3O4 molecule, computed with ωB97M-V/def2-TZVPD.

Last column: Löwdin charge in e.
Atoms and positions in Å:
C  -4.519  2.272  3.463  -0.14
O  -4.515  2.121  2.129  -0.12
C  -3.574  1.273  1.501  -0.18
C  -4.096  0.052  1.072  0.05
C  -3.284  -0.930  0.454  -0.14
C  -1.940  -0.768  0.138  -0.10
C  -1.444  0.555  0.624  0.09
C  -2.241  1.576  1.186  -0.20
O  -1.476  2.688  1.592  -0.14
C  -1.152  3.742  0.580  -0.03
C  -1.083  -1.899  -0.361  -0.21
C  0.095  -1.282  -1.336  -0.17
C  -0.166  -1.095  -2.731  0.01
C  0.851  -0.415  -3.430  -0.04
C  2.053  -0.151  -2.760  -0.04
C  2.212  -0.413  -1.455  -0.29
C  3.473  -0.028  -0.722  -0.12
C  3.381  0.567  0.525  -0.01
C  4.550  0.976  1.169  -0.04
C  5.783  0.579  0.702  -0.03
C  5.945  -0.011  -0.482  -0.19
N  7.170  -0.529  -0.929  -0.37
O  7.335  -0.801  -2.055  0.13
O  7.936  -0.880  -0.006  0.07
C  4.803  -0.228  -1.284  0.10
N  1.235  -0.917  -0.760  0.15
N  -1.743  -3.149  -0.835  -0.04
C  -3.045  -3.456  -0.149  -0.20
C  -3.932  -2.203  -0.227  -0.12
H  -3.647  2.859  3.767  0.09
H  -5.472  2.773  3.646  0.10
H  -4.489  1.260  3.991  0.12
H  -5.132  -0.161  1.293  0.13
H  -0.384  0.746  0.513  0.10
H  -0.986  4.565  1.343  0.11
H  -1.994  4.110  -0.024  0.09
H  -0.308  3.494  -0.017  0.06
H  -0.483  -2.237  0.518  0.14
H  -1.113  -1.225  -3.226  0.11
H  0.708  0.013  -4.430  0.11
H  2.911  0.428  -3.262  0.15
H  2.364  0.958  0.745  0.13
H  4.501  1.570  2.068  0.11
H  6.625  0.895  1.305  0.13
H  4.918  -0.738  -2.209  0.11
H  -1.046  -3.928  -0.856  0.13
H  -2.948  -3.874  0.879  0.12
H  -3.565  -4.233  -0.759  0.12
H  -4.200  -2.005  -1.171  0.07
H  -4.867  -2.516  0.272  0.12

Its SMILES is COc1cc2c(cc1OC)[C@H](c1cccc(-c3cccc([N+](=O)[O-])c3)n1)NCC2. The value obtained for the energy above the lowest of the compared OMol25 structures with the same formula, charge and spin is 7.242 eV. For the HOMO energy, the calculation gives -8.55 eV. Its gap between HOMO and LUMO is 0.2963 Ha. The calculation puts the LUMO energy at -0.491 eV. The calculation puts the molecular weight at 391.43 g mol⁻¹.

---

# 6
A single C22H21NO3S molecule, computed with ωB97M-V/def2-TZVPD.

Last column: Löwdin charge in e.
Atoms and positions in Å:
C  3.895  -1.172  -4.511  -0.05
C  2.902  -1.641  -3.491  -0.28
C  2.814  -2.982  -3.146  -0.05
C  1.903  -3.400  -2.192  -0.05
C  1.058  -2.507  -1.554  -0.21
C  0.060  -2.988  -0.542  -0.04
C  1.154  -1.151  -1.898  -0.16
N  0.304  -0.250  -1.241  0.16
C  0.034  1.032  -1.551  -0.42
O  0.490  1.669  -2.476  0.09
C  -0.997  1.682  -0.593  -0.13
O  -0.452  1.891  0.717  0.01
C  -0.355  0.886  1.593  -0.50
O  -0.612  -0.278  1.359  0.10
C  0.104  1.364  2.884  -0.42
C  0.348  0.618  4.009  -0.08
C  0.775  1.400  5.091  -0.12
C  0.856  2.733  4.797  -0.57
C  1.270  3.841  5.695  -0.10
S  0.402  3.049  3.159  1.14
C  -2.323  0.955  -0.567  -0.17
C  -3.194  1.145  0.499  -0.03
C  -4.412  0.491  0.534  -0.07
C  -4.780  -0.347  -0.504  -0.09
C  -3.929  -0.519  -1.582  -0.07
C  -2.706  0.128  -1.615  -0.02
C  2.067  -0.733  -2.857  0.03
H  3.574  -0.235  -4.959  0.08
H  4.865  -1.009  -4.040  0.08
H  4.024  -1.915  -5.295  0.08
H  3.457  -3.704  -3.627  0.11
H  1.843  -4.450  -1.941  0.11
H  0.149  -4.064  -0.411  0.08
H  0.212  -2.514  0.428  0.07
H  -0.958  -2.768  -0.865  0.09
H  -0.179  -0.629  -0.428  0.09
H  -1.148  2.706  -0.961  0.17
H  0.216  -0.448  4.033  0.12
H  1.016  0.997  6.059  0.11
H  1.509  3.454  6.682  0.08
H  0.473  4.578  5.787  0.08
H  2.146  4.351  5.295  0.08
H  -2.918  1.806  1.309  0.12
H  -5.075  0.640  1.373  0.10
H  -5.730  -0.860  -0.476  0.10
H  -4.214  -1.162  -2.401  0.10
H  -2.053  -0.006  -2.465  0.12
H  2.117  0.313  -3.112  0.11

Its SMILES is Cc1ccc(C)c(NC(=O)[C@H](OC(=O)c2ccc(C)s2)c2ccccc2)c1. The value obtained for the energy above the lowest of the compared OMol25 structures with the same formula, charge and spin is 0.000 eV. For the HOMO energy, the calculation gives -8.12 eV. Its gap between HOMO and LUMO is 0.3009 Ha. The calculation puts the LUMO energy at 0.063 eV. The calculation puts the molecular weight at 379.48 g mol⁻¹.